A 12-piece molecular cluster, C19H58F9N24O11S2 overall. Source: the OMol25 dataset; level of theory: the ωB97M-V functional and the def2-TZVPD basis.

```
123
Properties=species:S:1:pos:R:3:forces:R:3:lowdin_charge:R:1
F -2.010119 -4.153560 -1.981712 0.1306 -0.0849 -0.2713 0.122
C -0.816845 -3.582956 -1.689462 0.0477 0.4165 0.4527 -0.448
F -0.119685 -3.441246 -2.843477 -0.0849 0.0145 0.0073 0.114
C -1.034677 -2.238266 -0.995379 0.2241 -0.5248 -0.4024 -0.051
C -2.107429 -1.396502 -1.662553 -0.2667 0.2929 0.3742 -0.066
N -1.606718 -0.166150 -2.358055 -0.0501 -0.3571 -0.1812 -0.066
C -0.780377 -0.432028 -3.600985 -0.0979 0.2449 -0.2058 -0.070
C 0.688007 -0.155227 -3.389371 0.1395 0.2883 -0.3287 -0.241
N 0.875249 1.273308 -3.103982 0.0079 -0.4232 0.4793 -0.459
S 2.357616 1.584396 -2.234645 0.4013 0.5170 -0.1827 0.858
C -0.257091 1.840476 -2.354224 -0.3313 0.1089 -0.0981 -0.239
C -0.923727 0.820233 -1.457329 0.4650 0.4493 0.0919 -0.080
C -0.084670 -4.529662 -0.684807 -0.3244 0.2489 0.3194 -0.400
F 0.845307 -3.831162 -0.003095 -0.2250 -0.2892 -0.4479 0.115
F -1.056845 -4.872892 0.194827 0.6459 -0.2647 -0.0266 0.091
S 0.741178 -6.103593 -1.360780 -0.3171 -0.0198 0.2481 0.771
F 1.692040 -6.120665 -0.079945 0.1165 -0.2010 -0.0111 -0.146
F -0.272652 -7.047842 -0.589456 0.0831 0.0906 -0.0801 -0.124
F -0.227463 -6.100116 -2.607913 0.1174 -0.0262 -0.0272 -0.109
F 1.777171 -5.184838 -2.122969 0.0284 0.0496 -0.0143 -0.114
F 1.473634 -7.369639 -1.920358 -0.0286 0.1230 0.0496 -0.089
H -0.069699 -1.744574 -0.925217 -0.0092 0.1056 0.0744 0.095
H -1.338470 -2.445418 0.028237 -0.1145 0.1345 0.0301 0.119
H -2.786515 -1.042338 -0.887801 -0.0234 0.0004 0.0508 0.123
H -2.710234 -1.949831 -2.378096 0.0743 -0.0887 -0.1058 0.142
H -2.442722 0.306664 -2.695342 -0.0441 0.0744 0.0416 0.172
H -0.992700 -1.432228 -3.962106 0.0898 -0.1544 0.1739 0.128
H -1.129456 0.265425 -4.360407 -0.0877 0.0337 -0.0033 0.140
H 1.133682 -0.805227 -2.628907 -0.1234 -0.0693 0.1502 0.096
H 1.180775 -0.379397 -4.336511 0.1381 -0.1393 0.0328 0.133
H 2.911942 0.364048 -2.137705 -0.3443 -0.1981 -0.1553 -0.127
H -1.009407 2.224416 -3.049437 0.0990 0.1783 -0.0895 0.102
H 0.061003 2.705645 -1.776902 0.1341 0.0589 -0.0357 0.087
H -0.182885 0.322913 -0.831644 -0.1383 -0.2505 0.0383 0.095
H -1.670611 1.286727 -0.820223 -0.1677 -0.1169 0.0221 0.150
C 2.228389 5.281392 -0.770346 0.1959 -0.0007 0.0548 -0.678
O 1.425893 4.591621 -1.387888 -0.1874 -0.1066 0.0440 -0.024
N 3.568877 5.212350 -0.988943 -0.0003 0.0490 -0.0790 0.174
N 1.841434 6.169066 0.191983 -0.0413 0.0013 0.0252 0.159
H 4.234106 5.759270 -0.472332 0.0001 -0.0904 0.1199 0.090
H 3.895336 4.560038 -1.678181 0.0096 -0.0505 0.0069 0.095
H 0.860925 6.251552 0.379722 -0.0243 0.0228 -0.0469 0.100
H 2.494693 6.729220 0.708282 0.0514 -0.0750 0.0390 0.085
C -3.880047 4.012408 -3.231449 -0.2047 -0.0962 0.1354 -0.706
O -2.676443 4.066105 -2.983154 -0.0383 -0.2445 -0.0541 -0.007
N -4.413424 3.094474 -4.086491 0.1316 -0.1367 -0.0168 0.164
N -4.773470 4.872461 -2.681569 0.0413 0.0446 0.0444 0.181
H -5.397099 3.032062 -4.284503 -0.0506 -0.0825 0.1994 0.079
H -3.784012 2.451376 -4.524502 0.0505 0.1268 -0.1630 0.092
H -4.420016 5.572057 -2.055838 0.0145 0.0311 -0.0241 0.114
H -5.757239 4.838042 -2.879444 -0.0071 -0.0593 -0.0146 0.102
C 2.640491 -6.420716 4.087498 0.0428 0.0422 -0.1268 -0.676
O 3.077965 -6.524170 5.219750 0.0159 0.0407 0.0026 0.028
N 2.727903 -5.245155 3.385479 -0.0670 0.2008 0.0137 0.153
N 2.037456 -7.439845 3.411610 -0.0238 -0.0126 0.0581 0.162
H 2.396431 -5.127593 2.446805 0.0104 -0.0838 -0.0311 0.075
H 3.176892 -4.475256 3.846409 0.0899 0.0033 -0.0438 0.065
H 1.949541 -8.328498 3.867669 0.0182 0.0078 0.0472 0.109
H 1.677393 -7.327506 2.483244 0.0047 -0.0531 -0.0199 0.082
C 4.890790 -2.318129 6.325798 0.0372 -0.0840 0.0069 -0.687
O 4.477826 -1.172320 6.359804 -0.0159 0.0417 -0.0684 0.016
N 6.182441 -2.645869 6.628041 -0.0378 0.0397 -0.0654 0.151
N 4.088619 -3.372496 5.973005 0.1159 -0.0470 -0.2962 0.146
H 6.533935 -3.584020 6.612402 -0.0302 -0.0247 0.0308 0.095
H 6.793878 -1.898104 6.895463 0.0029 0.0161 0.0253 0.104
H 3.130485 -3.159921 5.770781 -0.0666 -0.0158 0.1935 0.093
H 4.395872 -4.329326 5.933400 -0.1341 -0.0743 0.1537 0.081
C -4.067767 -3.180980 1.783249 -0.1144 -0.1963 0.1160 -0.660
O -3.572701 -2.235653 1.176127 -0.0081 0.0738 -0.1333 0.009
N -3.440246 -4.397003 1.827895 -0.0446 0.2629 0.1587 0.160
N -5.249717 -3.099549 2.445740 0.0284 0.0171 -0.2052 0.177
H -3.819040 -5.213354 2.273289 -0.0875 -0.0076 -0.0715 0.110
H -2.555468 -4.434731 1.362268 -0.0563 -0.2104 0.0031 0.069
H -5.718278 -2.213710 2.445787 0.0155 0.0251 0.0663 0.106
H -5.639432 -3.857730 2.976663 0.0897 0.0033 0.1317 0.104
C -3.110401 7.197539 -6.012205 -0.0009 0.0101 -0.0052 -0.683
O -4.272180 7.533100 -5.856427 0.0222 -0.0126 -0.0041 0.018
N -2.538977 6.190106 -5.288689 -0.0765 0.0281 -0.1226 0.164
N -2.291166 7.807310 -6.925954 -0.0235 -0.0290 0.0090 0.143
H -1.588576 5.891263 -5.392074 0.0276 0.0325 0.0441 0.096
H -3.114756 5.734079 -4.607013 0.1360 0.0732 0.0309 0.053
H -2.685405 8.551392 -7.469023 -0.0191 0.0137 0.0008 0.100
H -1.333499 7.551492 -7.067861 0.0136 -0.0084 0.0224 0.088
C 4.442265 6.577463 3.351876 0.0580 0.0268 0.0983 -0.686
O 4.768506 6.027633 2.310379 -0.1474 0.0450 -0.1528 0.004
N 4.941598 7.792954 3.721801 -0.0505 -0.0179 -0.0505 0.153
N 3.553724 6.015947 4.225053 -0.0163 0.0355 -0.0662 0.152
H 4.691901 8.259282 4.572677 0.0015 -0.0141 0.0208 0.095
H 5.602857 8.225015 3.104612 0.0298 -0.0060 -0.0020 0.105
H 3.175099 5.120792 3.981741 0.0084 -0.0257 -0.0001 0.100
H 3.276974 6.445502 5.086861 0.0250 0.0068 0.0166 0.095
C 1.853039 -0.233283 1.323005 0.1305 0.0875 -0.0517 -0.654
O 0.829071 -0.707949 0.827311 0.0520 -0.0407 -0.0158 -0.011
N 2.764608 -1.014284 1.967563 -0.0047 -0.0137 -0.0962 0.170
N 2.145590 1.085324 1.245128 -0.1200 -0.0343 0.2399 0.174
H 3.599258 -0.654757 2.391713 -0.0230 0.0348 0.0815 0.104
H 2.562338 -1.992186 2.041717 -0.0302 -0.0102 0.0182 0.090
H 1.496717 1.676378 0.759547 0.1114 0.0700 -0.1227 0.087
H 2.991425 1.489510 1.601782 0.0334 -0.0032 -0.0258 0.109
C -7.344955 1.482366 -2.017241 -0.0221 -0.0206 0.1671 -0.667
O -7.042386 2.328140 -2.843859 -0.0076 0.0834 -0.1116 0.012
N -8.635255 1.230851 -1.666339 0.0142 0.0139 -0.0512 0.162
N -6.397908 0.729771 -1.373442 -0.0776 -0.0323 -0.1132 0.155
H -8.902370 0.545161 -0.986464 0.0122 -0.0077 0.0081 0.098
H -9.348144 1.770792 -2.120530 -0.0118 0.0046 -0.0116 0.110
H -5.443082 0.928502 -1.597076 0.0380 0.0610 0.0484 0.085
H -6.610611 0.037467 -0.680578 0.0027 0.0216 0.0126 0.093
C -3.396128 -4.400608 5.991526 0.0450 0.0567 0.0323 -0.683
O -4.478875 -4.908713 5.741913 -0.0402 0.0160 -0.0645 0.009
N -2.498913 -4.126512 4.996344 -0.1072 -0.0855 0.1467 0.155
N -3.010619 -4.070367 7.257451 -0.0652 -0.0179 -0.0608 0.155
H -1.602918 -3.701042 5.135533 -0.0003 0.0038 0.0251 0.095
H -2.805691 -4.380631 4.077166 0.2130 0.1610 -0.1653 0.052
H -3.656651 -4.264417 7.999058 -0.0121 -0.0131 0.0140 0.106
H -2.125421 -3.655909 7.476544 0.0216 -0.0112 -0.0172 0.095
C 6.010770 0.725202 -3.007967 0.1044 0.0133 -0.0544 -0.690
O 5.497104 1.570388 -2.294863 -0.0507 -0.0530 0.1253 -0.024
N 6.228625 -0.558895 -2.581387 -0.1369 0.0091 -0.0488 0.150
N 6.407423 0.992281 -4.286197 -0.0522 -0.0145 0.0198 0.157
H 6.657363 -1.265497 -3.147750 0.0373 0.0152 -0.0074 0.092
H 5.968722 -0.779368 -1.639324 0.0467 0.0197 0.0389 0.098
H 6.262121 1.924619 -4.624912 -0.0041 0.0183 0.0021 0.107
H 6.838012 0.316044 -4.886921 0.0254 -0.0098 0.0127 0.094
```
Forces are in eV/Å.

Computed properties:
Total charge = +1
DFT total energy = -4595.9133 a.u.

A 2-piece molecular cluster, C3H9NO2S overall. Source: the OMol25 dataset; level of theory: the ωB97M-V functional and the def2-TZVPD basis.

```
16
Properties=species:S:1:pos:R:3:forces:R:3:lowdin_charge:R:1
C 0.061153 -0.299980 0.373082 -0.8439 1.2333 0.6988 -0.193
C -0.268365 1.209406 0.441894 -0.6235 -0.5221 0.1673 -0.548
S -2.086247 1.414175 0.651280 0.3230 0.2703 -0.1374 0.673
C 1.528099 -0.470117 0.599862 0.9304 0.1314 0.2301 -0.552
N 1.947692 -1.433404 1.507236 -0.4278 0.3371 -0.3119 0.147
O 2.337092 0.252016 0.061058 0.1021 -0.0607 -0.5814 0.065
H -0.499395 -0.760734 1.190732 -0.1035 -0.4929 -0.4199 0.101
H -0.282026 -0.583091 -0.619778 0.1611 -0.7746 0.1756 0.110
H 0.175480 1.649653 1.329390 0.3614 0.2335 -0.2971 0.074
H 0.001745 1.666625 -0.502223 0.3863 0.3307 0.2610 0.072
H -2.010995 2.762936 0.639972 -0.1977 -0.3006 0.0107 -0.141
H 1.400279 -1.460690 2.352216 -0.0718 -0.4059 0.0671 0.093
H 2.944935 -1.374246 1.655402 -0.0063 0.0136 0.1482 0.102
H -0.283393 -1.503814 -3.056124 0.1146 -0.4875 -0.3275 0.024
H -1.601516 -1.509898 -3.741248 0.1877 -0.4877 -0.2368 0.041
O -0.791866 -2.046864 -3.683314 -0.2921 0.9820 0.5531 -0.069
```
Forces are in eV/Å.

Computed properties:
Total charge = 0
DFT total energy = -723.1322 a.u.
Energy above the lowest of the compared OMol25 structures with the same formula, charge and spin = 94.9 kJ/mol
Structure (SMILES) = NC(=O)CCS.O

| no. | molecular weight (g/mol) | orbital gap (eV) |
| --- | --- | --- |
| 1 | 1033.95 | 8.0 |
| 2 | 123.18 | 9.9 |